This record from the Open Molecules 2025 dataset describes a molecular structure, C25H48AuBNP2 at a distorted geometry. The level of theory is wB97M-V/def2-TZVPD.

Structure (XYZ):
```
78
Properties=species:S:1:pos:R:3:forces:R:3
Au 0.317456 -0.569438 -1.548795 0.6 -0.6 2.8
C -2.341714 1.715879 0.870745 -0.1 -0.1 -0.1
C -2.697968 0.800723 -0.155274 0.0 -0.1 0.4
C -2.553215 -0.373045 1.813136 -0.2 -0.3 0.1
C -2.275135 0.993247 2.092672 0.1 0.2 0.7
C -2.845419 -0.486031 0.429476 0.0 0.4 -0.3
C -2.181799 3.171434 0.691191 0.3 0.4 0.0
H -1.779058 3.400309 -0.305713 -0.1 0.0 0.3
H -1.510768 3.599399 1.447484 -0.2 -0.1 -0.2
H -3.147076 3.700281 0.777043 0.2 -0.2 0.0
C -2.045819 1.556541 3.436953 -0.1 0.4 -0.1
H -1.907118 2.642025 3.390107 0.0 -0.2 0.0
H -1.167650 1.105469 3.920636 -0.1 0.0 0.0
H -2.907113 1.368442 4.098613 0.2 -0.1 -0.2
C -2.629001 -1.469805 2.795795 0.3 -0.2 0.3
H -3.665611 -1.645907 3.125062 0.1 0.1 -0.1
H -2.034489 -1.247402 3.687928 0.0 0.0 -0.1
H -2.264992 -2.411093 2.362474 -0.1 0.2 0.1
C -3.317385 -1.699261 -0.263552 -0.1 -0.6 -0.1
H -4.410161 -1.684125 -0.410526 0.3 0.1 0.1
H -3.085707 -2.599222 0.319014 -0.1 0.2 -0.2
H -2.857806 -1.800654 -1.255524 -0.1 0.0 0.2
C -2.955996 1.173713 -1.554182 -0.1 0.0 -0.7
H -3.890447 1.749248 -1.663757 0.2 -0.1 0.1
H -3.040727 0.288499 -2.191984 -0.1 0.2 0.1
H -2.144848 1.799121 -1.953816 -0.2 -0.1 0.1
C 1.947013 0.546911 -2.611757 -0.9 2.7 -0.3
C 0.749850 1.324034 -2.647708 2.4 0.1 -0.4
C -0.069951 1.481086 -3.906145 -0.2 0.5 -0.2
C -0.982447 0.279256 -4.271088 -0.4 0.4 -0.2
C -0.860109 -0.926319 -3.376278 1.0 -1.7 -1.3
C 0.336545 -1.721326 -3.397356 -2.5 0.1 -1.4
C 1.517476 -1.381261 -4.282519 0.3 -0.6 0.0
C 2.431993 -0.227158 -3.796958 0.7 -0.3 0.1
H 0.571585 1.719510 -4.773691 0.0 -0.2 0.5
H -0.756576 -0.009965 -5.311222 -0.1 -0.1 0.4
H -0.701690 2.382532 -3.798256 0.3 -0.4 0.0
H 2.640757 0.442740 -4.646837 -0.2 0.0 0.4
H 2.700793 0.757005 -1.838733 -0.6 -0.1 -0.2
H 0.614495 2.107189 -1.891767 0.2 -0.5 -0.1
H 3.402442 -0.668152 -3.517297 -0.3 0.2 -0.2
H 2.147149 -2.286279 -4.335620 -0.3 0.3 -0.1
H 0.217652 -2.777975 -3.137278 0.1 0.4 0.2
H 1.201332 -1.176433 -5.321743 -0.2 -0.1 0.5
H -2.023501 0.643743 -4.275783 0.4 -0.3 0.0
H -1.802403 -1.431950 -3.125069 0.5 0.1 0.1
P 1.951523 1.746374 1.085788 -0.2 0.1 -0.1
C 1.325836 2.715082 2.520418 0.0 -0.2 0.1
H 2.019885 3.529481 2.763171 -0.2 -0.1 0.0
H 1.200580 2.052897 3.382073 0.1 0.2 -0.1
H 0.342384 3.125063 2.257352 0.3 0.0 0.1
C 3.702724 1.467171 1.582976 -0.2 -0.3 0.0
H 4.136381 2.373871 2.022140 0.0 -0.2 -0.1
H 4.278747 1.164519 0.700308 0.0 0.1 0.2
H 3.708598 0.642643 2.303618 0.1 0.2 -0.1
C 2.198278 3.183721 -0.041189 0.1 0.1 -0.1
H 2.533283 2.830878 -1.024539 0.1 0.3 0.2
H 2.932975 3.883904 0.375293 -0.2 0.0 -0.2
H 1.236537 3.696853 -0.175375 0.2 0.0 0.0
P 1.227190 -2.453119 0.122961 -0.3 0.1 -0.4
C -0.166215 -3.506201 -0.408845 -0.2 -0.4 -0.3
H 0.187556 -4.462624 -0.805312 -0.2 -0.1 0.1
H -0.735043 -2.967816 -1.177546 0.1 -0.5 0.2
H -0.824878 -3.670461 0.451448 0.1 -0.1 -0.2
C 2.680276 -3.113084 -0.773349 0.1 0.1 0.0
H 2.542672 -3.040944 -1.857932 0.0 0.0 0.2
H 2.856723 -4.154891 -0.477261 0.0 0.2 -0.2
H 3.551967 -2.505169 -0.493209 -0.2 -0.2 -0.1
C 1.517103 -3.134678 1.802114 0.2 0.6 0.3
H 2.004170 -4.118502 1.750986 -0.2 0.2 -0.2
H 0.554732 -3.222298 2.323817 0.3 0.1 -0.1
H 2.131991 -2.416064 2.365556 -0.2 -0.5 -0.1
B 0.252374 -0.267142 5.402466 -0.3 0.1 0.9
C 0.961130 -0.380748 4.027300 1.1 -0.3 -1.7
N 1.536071 -0.452431 3.009562 -0.9 0.2 1.3
H 0.908277 -0.857532 6.241543 -0.1 0.1 -0.2
H -0.866583 -0.762614 5.353352 0.0 0.0 -0.1
H 0.169936 0.918329 5.698220 0.0 -0.1 -0.1
```
Forces are in eV/Å.

Summary:
Spin multiplicity ... 3
Highest occupied orbital energy (spin up / spin down) ... -0.3773 / -0.3770 Eh
Orbital gap (spin up / spin down) ... 6.50 / 4.62 eV
Energy above the lowest of the compared OMol25 structures with the same formula, charge and spin ... 0.0 kJ/mol
E_tot ... -51129.1322 eV
Total charge ... +1
Molecular weight ... 632.393 g/mol
LUMO level (spin up / spin down) ... -3.8 / -5.6 eV

Atom charges from the Mulliken analysis, given in e for atoms 1 to 8: 0.380, 0.282, 0.659, 0.701, 0.678, 0.782, -1.609, 0.313